Density functional theory data (ωB97M-V/def2-TZVPD) for a 2-piece molecular cluster, C7H16O3 overall.

Structure (XYZ):
```
26
Properties=species:S:1:pos:R:3:lowdin_charge:R:1
C 0.64 2.82 -0.11 -0.025
C 0.00 2.40 1.19 -0.502
C -1.38 2.96 1.46 -0.029
O 0.56 1.66 1.98 0.048
H 1.64 2.37 -0.21 0.086
H 0.74 3.92 -0.16 0.090
H 0.02 2.49 -0.97 0.091
H -1.35 4.06 1.49 0.089
H -2.08 2.64 0.67 0.088
H -1.76 2.59 2.43 0.087
O 0.16 -0.75 -2.35 -0.089
C -0.97 -1.07 -1.54 -0.280
C -0.83 -2.39 -0.78 -0.195
C 0.08 -2.38 0.46 -0.195
C 1.57 -2.17 0.20 -0.243
O 1.91 -0.83 -0.19 -0.102
H 0.90 -0.59 -1.73 0.050
H -1.82 -1.15 -2.24 0.118
H -1.19 -0.26 -0.83 0.108
H -1.84 -2.68 -0.44 0.113
H -0.48 -3.16 -1.49 0.122
H -0.26 -1.59 1.16 0.118
H -0.02 -3.35 0.97 0.116
H 2.15 -2.45 1.10 0.119
H 1.91 -2.81 -0.64 0.129
H 1.73 -0.24 0.57 0.088
```

Output
LUMO level	0.0281	Eh
highest occupied orbital energy	-9.8	eV
maximum force	0.0151	hartree/bohr
electronic energy	-13660.72441	eV
Kohn-Sham gap	0.3882	Eh
SMILES	CC(C)=O.OCCCCO

***

Density functional theory data (ωB97M-V/def2-TZVPD) for an isolated ion of composition C7H16O4P and charge -1.

Structure (XYZ):
```
28
Properties=species:S:1:pos:R:3:lowdin_charge:R:1
C 3.81 -0.77 0.39 -0.002
C 2.67 -1.35 -0.43 -0.554
O 2.13 -2.38 -0.12 0.100
O 2.40 -0.71 -1.59 -0.042
C 1.99 0.69 -1.46 -0.269
C 0.52 0.91 -1.77 -0.382
P -0.67 0.90 -0.24 0.340
C -1.88 0.95 1.25 -0.402
C -2.54 -0.35 1.77 -0.188
C -3.00 -1.31 0.70 -0.534
O -2.34 -2.08 0.06 0.084
O -4.38 -1.27 0.53 0.032
H 4.63 -1.49 0.33 0.081
H 4.13 0.20 0.01 0.068
H 3.49 -0.70 1.43 0.087
H 2.24 1.05 -0.45 0.074
H 2.62 1.23 -2.17 0.105
H 0.40 1.85 -2.32 0.054
H 0.20 0.11 -2.44 0.066
H -1.76 0.40 -1.11 -0.024
H -0.23 -0.44 0.09 -0.012
H 0.45 1.45 0.61 -0.039
H -1.07 2.32 -0.53 -0.050
H -1.29 1.35 2.09 0.047
H -2.64 1.69 1.01 0.049
H -1.91 -0.89 2.48 0.110
H -3.44 -0.06 2.31 0.095
H -4.54 -1.31 -0.42 0.103
```

Output
LUMO level	0.1282	Eh
charge	-1
highest occupied orbital energy	-3.3	eV
maximum force	0.0151	hartree/bohr
electronic energy	-24994.88287	eV
Kohn-Sham gap	0.2507	Eh

***

Density functional theory data (ωB97M-V/def2-TZVPD) for a 2-piece molecular cluster, C7H16S overall.

Structure (XYZ):
```
24
Properties=species:S:1:pos:R:3:lowdin_charge:R:1
C 0.23 -1.03 1.66 -0.221
C -0.24 -2.46 1.41 -0.220
C -0.32 -2.52 -0.12 -0.207
C 0.86 -1.64 -0.62 -0.194
C 1.34 -0.84 0.62 -0.208
H 0.58 -0.85 2.70 0.109
H -0.60 -0.33 1.46 0.106
H -1.19 -2.71 1.91 0.109
H 0.53 -3.17 1.78 0.113
H -1.28 -2.08 -0.44 0.108
H -0.27 -3.55 -0.51 0.105
H 0.52 -0.96 -1.43 0.095
H 1.67 -2.27 -1.03 0.103
H 2.28 -1.28 1.01 0.107
H 1.54 0.22 0.39 0.096
C -1.10 3.09 0.27 -0.453
S -1.60 2.15 -1.18 0.701
C -0.20 2.54 -2.23 -0.453
H -1.88 2.95 1.05 0.033
H -1.01 4.16 0.04 0.037
H -0.14 2.73 0.67 0.032
H -0.12 3.63 -2.42 0.037
H 0.75 2.19 -1.79 0.032
H -0.34 2.03 -3.20 0.033
```

Output
LUMO level	0.0346	Eh
highest occupied orbital energy	-8.6	eV
maximum force	0.0107	hartree/bohr
electronic energy	-18353.68537	eV
Kohn-Sham gap	0.3497	Eh
SMILES	C1CCCC1.CSC

***

Density functional theory data (ωB97M-V/def2-TZVPD) for C7H17AsBr2F6PRh as an isolated structure in a non-equilibrium geometry.

Structure (XYZ):
```
35
Properties=species:S:1:pos:R:3:lowdin_charge:R:1
Rh 1.18 0.08 -0.07 0.649
Br 3.51 0.56 1.01 0.918
C 2.62 2.05 1.89 -0.788
Br 0.69 1.71 1.80 0.878
H 2.83 2.97 1.33 0.056
H 2.92 2.08 2.94 0.054
F -0.32 0.72 -1.67 -0.309
As 1.03 1.05 -2.91 0.933
F 1.69 -0.59 -1.96 -0.390
F 0.25 -0.02 -3.96 -0.136
F 1.76 1.76 -1.37 -0.351
F 0.32 2.48 -3.35 -0.093
F 2.49 1.14 -3.69 -0.098
C 2.09 -3.41 0.81 -0.094
C 1.05 -3.31 -0.31 -0.349
P -0.10 -1.92 -0.14 1.038
C -1.36 -1.93 -1.57 -0.240
C -1.95 -3.26 -1.86 -0.034
C -1.18 -2.10 1.38 -0.265
C -2.03 -3.34 1.45 -0.052
H 2.74 -4.25 0.59 0.114
H 1.63 -3.59 1.78 0.089
H 2.71 -2.52 0.86 0.045
H 0.41 -4.21 -0.35 0.109
H 1.53 -3.21 -1.29 0.116
H -0.65 -1.61 -2.35 0.098
H -2.07 -1.12 -1.41 0.121
H -1.25 -4.06 -2.06 0.109
H -2.60 -3.12 -2.75 0.174
H -2.72 -3.58 -1.15 0.107
H -1.74 -1.17 1.50 0.111
H -0.36 -2.13 2.11 0.121
H -2.93 -3.28 0.83 0.100
H -2.48 -3.36 2.45 0.149
H -1.50 -4.28 1.32 0.109
```

Output
LUMO level (spin up / spin down)	-0.5229 / -0.6059	Eh
charge	+3
highest occupied orbital energy (spin up / spin down)	-21.7 / -21.7	eV
spin multiplicity	2
maximum force	0.0552	hartree/bohr
expectation value of S²	0.782
electronic energy	-237026.81830	eV
Kohn-Sham gap (spin up / spin down)	0.2751 / 0.1931	Eh

***

Density functional theory data (ωB97M-V/def2-TZVPD) for C7H17F3LiN3O12S as an isolated structure in a non-equilibrium geometry.

Structure (XYZ):
```
44
Properties=species:S:1:pos:R:3:lowdin_charge:R:1
Li 7.94 -2.74 -4.69 0.615
N 10.30 -1.88 -6.06 -0.604
O 10.89 -1.28 -7.00 -0.099
O 10.88 -2.79 -5.47 0.003
O 9.13 -1.52 -5.74 -0.159
N 9.16 -5.28 -3.27 -0.597
O 9.13 -5.43 -2.04 -0.052
O 10.05 -5.84 -3.95 -0.058
O 8.31 -4.53 -3.85 -0.168
C 10.16 0.13 -2.31 -0.664
F 10.15 0.31 -3.62 0.136
F 11.36 0.45 -1.82 0.106
F 9.26 0.91 -1.70 0.097
S 9.70 -1.72 -1.90 0.494
O 10.88 -2.43 -2.35 -0.312
O 9.41 -1.80 -0.48 -0.353
O 8.52 -1.96 -2.75 -0.411
C 7.64 -2.35 -8.64 -0.053
C 7.54 -3.79 -8.09 -0.443
C 8.80 -4.56 -8.37 -0.188
O 8.93 -5.90 -7.88 -0.192
C 7.89 -6.86 -7.63 -0.081
N 7.20 -3.74 -6.68 0.046
H 6.89 -1.64 -8.31 0.062
H 7.78 -2.30 -9.72 0.068
H 8.61 -1.97 -8.31 0.065
H 6.82 -4.35 -8.72 0.123
H 9.63 -4.10 -7.82 0.133
H 9.13 -4.43 -9.40 0.121
H 7.21 -6.28 -6.99 0.063
H 8.32 -7.69 -7.08 0.090
H 7.36 -7.03 -8.57 0.076
H 6.23 -3.50 -6.55 0.077
H 7.41 -4.64 -6.26 0.051
C 5.49 -0.05 -5.52 -0.207
C 4.86 -1.19 -4.68 -0.245
O 5.82 -2.11 -4.20 -0.094
O 6.21 0.78 -4.60 -0.070
H 4.66 0.44 -6.01 0.109
H 6.23 -0.43 -6.24 0.108
H 4.14 -1.73 -5.30 0.106
H 4.28 -0.81 -3.83 0.121
H 5.73 -2.15 -3.25 0.101
H 6.73 0.16 -4.06 0.079
```

Output
LUMO level	0.1488	Eh
charge	-2
highest occupied orbital energy	-2.2	eV
maximum force	0.0626	hartree/bohr
electronic energy	-55763.38557	eV
Kohn-Sham gap	0.2285	Eh

***

Density functional theory data (ωB97M-V/def2-TZVPD) for C7H17HfN3 as an isolated structure in a non-equilibrium geometry.

Structure (XYZ):
```
28
Properties=species:S:1:pos:R:3:lowdin_charge:R:1
Hf -0.03 0.02 1.70 1.677
C 1.60 -1.40 -0.43 -0.161
C 0.20 -1.78 -0.92 -0.149
N -0.86 -1.47 0.09 -0.147
C -2.02 -0.70 -0.46 -0.157
C -1.65 0.71 -0.94 -0.145
N -0.87 1.48 0.08 -0.150
C 0.40 2.09 -0.43 -0.163
C 1.43 1.06 -0.90 -0.150
N 1.69 -0.01 0.11 -0.153
H 1.90 -2.08 0.38 0.137
H 2.30 -1.55 -1.25 0.149
H -0.03 -1.27 -1.85 0.121
H 0.21 -2.84 -1.15 0.149
H -1.23 -2.35 0.44 0.145
H -2.49 -1.23 -1.29 0.149
H -2.77 -0.62 0.34 0.136
H -1.08 0.67 -1.86 0.121
H -2.58 1.23 -1.18 0.149
H -1.45 2.25 0.41 0.145
H 0.21 2.78 -1.26 0.149
H 0.82 2.68 0.39 0.137
H 1.12 0.60 -1.84 0.121
H 2.35 1.60 -1.13 0.149
H 2.63 0.11 0.47 0.143
C 0.04 0.00 3.74 -0.316
H 0.06 0.89 4.37 -0.044
H 0.08 -0.90 4.36 -0.043
```

Output
LUMO level	-0.3075	Eh
charge	+2
highest occupied orbital energy	-14.8	eV
maximum force	0.0365	hartree/bohr
electronic energy	-13293.25328	eV
Kohn-Sham gap	0.2364	Eh